C28H19N5O2Pr | ωB97M-V with the def2-TZVPD basis set

```
55
Properties=species:S:1:pos:R:3:forces:R:3:mulliken_charge:R:1
Pr 0.368 0.724 -1.510 2.846 1.402 -0.466 1.084
O 0.324 -1.454 5.180 -0.628 -0.345 -0.110 -0.654
C -0.532 -0.949 4.455 -0.726 1.711 -0.215 0.185
O -1.763 -0.663 4.507 1.092 -0.904 0.401 -0.702
C 0.019 -0.327 3.145 -0.215 -0.712 0.752 -0.237
C -0.382 0.958 2.761 0.050 -0.044 0.162 -0.842
C 0.073 1.422 1.568 0.026 0.456 -0.185 0.709
N 0.834 0.652 0.755 -0.059 -0.148 -0.551 -0.297
C 1.186 -0.597 1.094 -0.073 0.095 0.385 -0.189
C 0.818 -1.102 2.331 0.260 0.125 -0.528 -0.662
C 1.985 -1.420 0.077 -0.098 -0.210 -0.259 2.981
C 3.316 -1.761 0.721 -0.314 -0.094 0.088 -1.834
C 4.431 -1.790 0.002 0.472 -0.051 -0.417 -0.168
C 4.449 -1.393 -1.405 0.553 -0.401 0.737 -1.132
C 3.355 -0.809 -1.877 -1.063 0.259 -0.186 -0.114
N 2.157 -0.660 -1.182 -0.271 0.517 0.075 0.035
C -0.263 2.769 1.017 0.126 -0.729 0.341 0.275
C -0.558 3.833 1.841 -0.111 0.414 0.228 -0.851
C -0.866 5.057 1.269 -0.006 0.009 0.356 -0.469
C -0.863 5.181 -0.108 -0.029 0.061 -0.269 -0.896
C -0.552 4.068 -0.860 0.014 0.115 -0.029 -0.191
N -0.262 2.880 -0.319 0.066 0.106 -0.046 0.087
H -1.058 1.528 3.387 0.042 -0.181 0.041 0.572
H 1.134 -2.089 2.652 -0.094 0.098 0.077 0.621
H 3.325 -2.000 1.780 -0.036 0.063 -0.117 0.514
H 5.360 -2.074 0.486 -0.037 0.066 -0.072 0.470
H 5.343 -1.457 -2.010 -0.046 -0.024 0.123 0.424
H 3.371 -0.367 -2.867 -0.113 0.035 -0.121 0.322
H -0.520 3.712 2.915 -0.023 0.004 -0.053 0.508
H -1.091 5.911 1.898 0.012 -0.069 -0.045 0.465
H -1.090 6.119 -0.595 0.026 -0.027 0.017 0.436
H -0.530 4.127 -1.939 -0.003 0.013 -0.105 0.562
C -3.140 2.656 -2.417 -0.044 0.023 0.133 -0.655
C -2.284 1.927 -3.229 0.011 -0.110 -0.292 -0.636
C -1.890 0.641 -2.874 -1.191 -0.470 -0.175 -0.462
C -2.343 0.077 -1.663 -0.203 0.330 -0.011 0.056
C -3.249 0.798 -0.886 0.091 -0.402 0.290 -0.279
C -3.638 2.075 -1.260 -0.087 0.157 0.072 -0.502
N -1.891 -1.180 -1.141 -0.053 0.061 -0.239 -0.892
N -0.652 -1.359 -1.238 -1.119 -1.261 0.515 0.769
C -0.167 -2.617 -0.782 0.218 0.225 0.048 0.209
C -0.977 -3.735 -0.923 -0.177 -0.083 -0.111 -0.444
C -0.510 -4.972 -0.524 0.008 -0.123 0.018 -0.726
C 0.765 -5.076 0.013 -0.041 0.032 -0.003 -0.856
C 1.560 -3.945 0.172 0.089 -0.115 0.079 -0.530
C 1.116 -2.693 -0.205 0.259 0.259 -0.120 0.182
H -3.452 3.654 -2.709 0.031 -0.128 0.028 0.499
H -1.973 2.337 -4.181 0.031 -0.028 -0.050 0.508
H -1.430 -0.011 -3.604 0.420 -0.058 -0.134 0.816
H -3.629 0.330 0.018 0.034 0.108 -0.040 0.538
H -4.341 2.620 -0.641 0.051 -0.063 -0.024 0.461
H -1.959 -3.626 -1.370 0.092 -0.033 0.025 0.521
H -1.134 -5.849 -0.645 0.053 0.052 0.016 0.411
H 1.148 -6.042 0.317 -0.013 0.012 -0.016 0.442
H 2.551 -4.041 0.602 -0.096 0.001 -0.015 0.556
```
Forces are in eV/Å.

## Properties
Total charge: +1
HOMO-LUMO gap (alpha / beta): 4.81 / 4.82 eV
HOMO level (alpha / beta): -10.00 / -10.00 eV
2S+1: 3
<S²>: 2.0062
LUMO energy (alpha / beta): -5.188 / -5.174 eV

=====

C4H13NO | ωB97M-V with the def2-TZVPD basis set

```
19
Properties=species:S:1:pos:R:3:forces:R:3:nbo_charge:R:1
C 0.502 0.877 1.672 -0.591 0.723 -1.729 -0.625
C 0.304 -0.425 0.882 0.765 0.200 -0.920 -0.404
C -0.124 -0.148 -0.593 -0.136 -0.875 0.649 -0.389
C -1.583 0.265 -0.657 0.587 0.044 -1.071 -0.212
N -2.507 -0.756 -0.237 -0.304 0.839 0.923 -0.873
H 1.272 0.928 2.431 -0.279 -0.427 0.483 0.215
H -0.463 1.308 1.941 0.120 -0.189 0.764 0.212
H 0.822 1.607 0.907 0.265 -0.064 0.217 0.193
H 1.253 -0.961 0.825 0.015 -0.096 0.129 0.200
H -0.432 -1.122 1.277 0.018 0.136 0.465 0.204
H 0.485 0.597 -1.103 0.136 0.209 0.341 0.200
H 0.058 -1.070 -1.156 -0.240 -0.023 -0.056 0.203
H -1.812 0.520 -1.702 0.123 0.298 0.097 0.169
H -1.632 1.190 -0.070 -0.534 -0.064 0.082 0.167
H -3.413 -0.650 -0.641 -0.311 -0.306 -0.117 0.368
H -2.204 -1.695 -0.119 0.310 -0.405 -0.247 0.370
H 3.262 -0.073 -0.436 0.076 0.311 0.178 0.471
H 3.125 0.132 -1.962 0.045 0.031 0.215 0.472
O 3.086 -0.525 -1.259 -0.066 -0.343 -0.403 -0.939
```
Forces are in eV/Å.

## Properties
Structure (SMILES): CCCCN.O
HOMO-LUMO gap: 9.50 eV
HOMO level: -8.68 eV
ΔE to the lowest compared entry with this formula, charge and spin: 70.2 kJ/mol
LUMO energy: 0.814 eV

=====

C3H5NO3 | ωB97M-V with the def2-TZVPD basis set

```
12
Properties=species:S:1:pos:R:3:forces:R:3:nbo_charge:R:1
C -0.652 -1.100 0.055 -2.746 -1.880 1.524 -0.303
C -0.053 -0.081 0.706 -0.672 -0.210 -3.717 -0.286
C 0.443 0.802 -0.281 3.145 2.742 3.049 0.248
N 2.485 -0.339 0.043 -3.009 -0.414 -0.983 0.430
O 2.284 -1.546 0.124 1.567 1.345 0.051 -0.388
O 3.461 0.339 -0.065 0.759 -0.690 0.229 -0.361
O 0.971 2.024 0.106 -1.566 -2.189 1.389 -0.675
H -1.248 -1.845 0.676 1.260 0.614 -0.872 0.205
H -0.906 -1.197 -1.040 0.786 0.543 1.316 0.207
H 0.179 -0.006 1.718 0.115 0.050 1.447 0.242
H 0.012 0.726 -1.223 -0.036 -0.122 -1.922 0.177
H 1.384 2.601 -0.507 0.396 0.210 -1.510 0.503
```
Forces are in eV/Å.

## Properties
HOMO-LUMO gap (alpha / beta): 8.28 / 7.10 eV
HOMO level (alpha / beta): -8.56 / -7.73 eV
ΔE to the lowest compared entry with this formula, charge and spin: 692.1 kJ/mol
LUMO energy (alpha / beta): -0.278 / -0.633 eV

=====

C35H31F3FeN7O2S2Se | ωB97M-V with the def2-TZVPD basis set

```
82
Properties=species:S:1:pos:R:3:forces:R:3:mulliken_charge:R:1
Fe -0.457 0.067 0.781 -0.128 -0.196 0.249 1.136
O 2.716 5.382 4.060 -0.134 0.030 -0.049 -0.727
C 1.677 5.545 3.399 0.048 0.046 -0.048 0.354
O 1.087 6.559 2.991 0.066 -0.119 0.080 -0.729
C 0.989 4.212 2.979 0.007 0.040 0.030 -0.952
C -0.162 4.219 2.207 0.017 0.030 -0.019 -1.125
C -0.719 3.015 1.816 -0.059 -0.028 0.003 1.206
N -0.173 1.836 2.144 0.085 -0.013 -0.016 1.226
C 0.908 1.822 2.937 0.001 -0.038 0.025 0.807
C 1.511 2.989 3.372 0.013 0.007 0.020 -0.742
C 1.380 0.468 3.332 -0.032 -0.016 -0.036 0.133
C 2.514 0.264 4.108 0.031 -0.007 0.017 -0.840
C 2.858 -1.032 4.454 0.009 0.016 0.010 -0.722
C 2.058 -2.082 4.032 -0.011 -0.009 -0.004 -0.960
C 0.954 -1.791 3.251 0.001 0.050 -0.019 -0.424
N 0.627 -0.549 2.899 0.013 0.036 -0.016 0.523
C -1.986 2.911 1.047 0.035 -0.045 -0.032 -0.285
C -2.803 4.004 0.775 -0.032 0.011 0.016 -1.080
C -3.988 3.792 0.096 -0.001 -0.013 0.002 -0.578
C -4.326 2.504 -0.299 0.002 0.024 0.004 -1.020
C -3.447 1.480 -0.007 0.053 -0.010 0.028 -0.271
N -2.306 1.678 0.653 0.008 0.017 0.013 0.583
H -0.568 5.184 1.935 0.013 -0.014 0.004 0.632
H 2.386 3.011 4.008 -0.014 0.007 -0.015 0.670
H 3.118 1.100 4.431 -0.002 -0.013 -0.007 0.505
H 3.741 -1.218 5.050 -0.004 0.003 -0.007 0.458
H 2.292 -3.107 4.282 -0.006 0.007 0.000 0.445
H 0.317 -2.576 2.866 -0.002 -0.013 -0.012 0.497
H -2.520 4.995 1.100 -0.007 -0.012 -0.008 0.483
H -4.644 4.625 -0.125 0.003 -0.001 0.001 0.443
H -5.244 2.300 -0.833 0.005 -0.001 0.004 0.458
H -3.638 0.460 -0.324 -0.003 0.006 0.012 0.338
F 3.385 -3.132 -1.456 0.005 0.003 -0.001 -0.213
C 3.940 -2.557 -0.379 0.004 -0.007 -0.004 0.345
F 3.673 -3.345 0.679 0.002 0.006 -0.006 -0.221
F 5.276 -2.603 -0.562 0.000 -0.012 -0.002 -0.330
C 3.467 -1.147 -0.168 0.013 -0.011 -0.005 -0.117
C 4.374 -0.106 -0.173 0.008 -0.021 -0.005 -0.272
C 3.943 1.200 0.033 -0.012 0.023 -0.004 -1.224
C 2.598 1.399 0.262 0.033 -0.021 0.040 -0.689
N 1.720 0.396 0.287 -0.029 0.148 -0.048 0.613
C 2.100 -0.875 0.047 -0.020 -0.003 -0.034 0.726
S 0.802 -2.008 0.040 -0.081 0.067 -0.088 -0.575
H 5.422 -0.315 -0.339 -0.011 0.008 0.000 0.529
H 4.631 2.033 0.025 -0.007 -0.007 0.002 0.529
H 2.198 2.391 0.447 0.002 -0.010 0.004 0.569
C 1.621 -2.113 -6.542 0.000 -0.002 0.005 -1.528
C 1.064 -1.359 -5.368 0.012 0.046 0.031 0.704
C 1.451 -0.047 -5.105 0.010 -0.072 0.016 -1.000
C 0.955 0.657 -4.021 0.049 -0.045 0.003 0.614
C 1.438 2.067 -3.806 -0.042 -0.025 0.027 -1.539
C 0.033 0.018 -3.153 0.252 0.307 -0.112 0.130
Se -0.587 1.035 -1.701 -0.104 -0.158 -0.227 0.167
C -0.389 -1.298 -3.418 -0.094 -0.088 0.039 1.016
C -1.426 -2.027 -2.610 -0.008 0.041 -0.048 -1.307
C 0.143 -1.954 -4.519 -0.015 -0.018 0.004 -0.954
H 2.286 -1.488 -7.137 -0.005 -0.003 0.003 0.347
H 0.820 -2.474 -7.188 0.004 0.002 0.004 0.356
H 2.185 -2.985 -6.205 -0.001 0.007 0.000 0.336
H 2.166 0.436 -5.761 -0.002 -0.009 0.001 0.280
H 2.178 2.328 -4.561 -0.012 0.004 -0.005 0.409
H 1.894 2.193 -2.823 0.017 -0.015 0.004 0.230
H 0.615 2.781 -3.866 -0.011 0.000 0.014 0.336
H -1.904 -1.399 -1.864 0.031 -0.007 0.011 -0.109
H -0.971 -2.868 -2.086 0.000 0.007 0.000 0.248
H -2.195 -2.417 -3.281 0.000 -0.003 0.027 0.570
H -0.187 -2.969 -4.720 0.011 0.007 -0.007 0.472
C -3.875 -4.679 -0.430 0.010 0.005 -0.011 -0.893
C -4.712 -3.595 0.246 0.014 -0.004 0.004 -0.453
C -3.855 -2.605 0.978 0.021 0.022 0.024 0.217
N -2.830 -2.030 0.469 0.088 -0.046 -0.045 -1.016
N -2.200 -1.166 1.324 0.041 0.108 0.209 0.853
C -2.782 -1.088 2.496 -0.071 -0.029 -0.041 0.354
N -2.376 -0.274 3.483 -0.011 0.065 -0.063 -0.271
S -4.163 -2.121 2.627 -0.030 -0.007 0.013 -0.263
H -4.512 -5.337 -1.020 0.004 0.002 0.013 0.381
H -3.351 -5.283 0.312 0.003 0.011 -0.009 0.312
H -3.131 -4.231 -1.086 -0.022 -0.006 0.004 0.087
H -5.424 -4.037 0.945 -0.004 -0.008 -0.002 0.394
H -5.300 -3.054 -0.499 0.001 0.013 0.002 0.244
H -1.515 0.241 3.355 -0.015 -0.027 0.003 -0.062
H -2.839 -0.257 4.371 0.001 -0.022 0.030 0.225
```
Forces are in eV/Å.

## Properties
HOMO-LUMO gap (alpha / beta): 7.26 / 5.55 eV
HOMO level (alpha / beta): -7.85 / -7.84 eV
2S+1: 6
<S²>: 8.7765
ΔE to the lowest compared entry with this formula, charge and spin: 2.6 kJ/mol
LUMO energy (alpha / beta): -0.584 / -2.297 eV